No. 1
Density functional theory data (ωB97M-V/def2-TZVPD) for a 7-piece molecular cluster, C24H72BF4N6O6 overall.

Summary:
Gap between HOMO and LUMO = 8.9234 eV

ORCA input file:
```
! RIJCOSX wB97M-V def2-TZVPD def2/J DEFGRID3
* xyz 5 1
B -18.8121 -11.5981 -20.4136
F -19.0738 -12.8129 -19.7864
F -17.8442 -10.8836 -19.7122
F -18.4779 -11.7953 -21.7801
F -20.0259 -10.8328 -20.4747
C -9.9162 -11.1575 -19.1371
C -11.2231 -10.3939 -18.9820
C -12.4690 -11.0960 -19.4685
O -13.5499 -10.2238 -19.2033
C -14.8294 -10.7119 -19.6002
N -11.4238 -10.1338 -17.4828
H -12.3550 -9.7372 -17.3305
H -11.3975 -11.0216 -16.9688
H -10.6760 -9.5941 -17.0417
H -9.1076 -10.8194 -18.4972
H -9.6858 -11.1896 -20.1995
H -10.1304 -12.1960 -18.8541
H -11.1583 -9.3727 -19.3569
H -12.5294 -12.1052 -19.0360
H -12.4373 -11.2198 -20.5583
H -15.0357 -11.6966 -19.1712
H -14.8940 -10.7952 -20.6925
H -15.5595 -9.9861 -19.2633
C -16.6052 -14.2957 -22.0396
C -17.0291 -15.4698 -21.1591
C -17.9355 -16.4701 -21.8482
O -18.0178 -17.6796 -21.1170
C -18.7074 -17.6087 -19.8810
N -15.7893 -16.2813 -20.7728
H -15.3775 -15.9149 -19.9133
H -16.0801 -17.2634 -20.6392
H -15.0021 -16.2367 -21.4248
H -16.1254 -14.6316 -22.9590
H -15.9076 -13.6499 -21.4994
H -17.4844 -13.6775 -22.2020
H -17.4249 -15.0841 -20.2219
H -17.5088 -16.8006 -22.7977
H -18.9370 -16.0364 -21.9484
H -18.8096 -18.6269 -19.5173
H -19.7112 -17.1775 -19.9612
H -18.1728 -17.0058 -19.1349
C -16.8636 -8.6515 -22.2480
C -18.3274 -8.2476 -22.2357
C -18.5222 -6.7485 -22.1357
O -19.8782 -6.3415 -22.1908
C -19.9386 -4.9185 -21.9898
N -18.9138 -8.6392 -23.5874
H -18.6153 -8.0031 -24.3374
H -18.5295 -9.5473 -23.8543
H -19.9317 -8.6599 -23.6441
H -16.3133 -7.9699 -22.9032
H -16.7480 -9.6358 -22.7063
H -16.4464 -8.6284 -21.2478
H -18.9299 -8.8211 -21.5307
H -17.9746 -6.3166 -22.9904
H -18.0732 -6.3208 -21.2344
H -19.4544 -4.3995 -22.8231
H -19.3958 -4.6309 -21.0884
H -20.9866 -4.6406 -21.9928
C -22.8142 -7.3362 -21.5825
C -24.3265 -7.5321 -21.7073
C -24.7872 -8.8731 -21.1638
O -26.1301 -9.1737 -21.3547
C -26.5840 -9.1379 -22.7024
N -25.0448 -6.4666 -20.8734
H -26.0518 -6.4426 -21.0549
H -24.8951 -6.6705 -19.8824
H -24.6301 -5.5433 -21.0190
H -22.5198 -6.8720 -20.6352
H -22.3858 -6.7773 -22.4080
H -22.2778 -8.2872 -21.5038
H -24.6341 -7.3589 -22.7349
H -24.5696 -8.9481 -20.0943
H -24.1771 -9.6423 -21.6704
H -27.5279 -9.6694 -22.7872
H -25.8642 -9.6865 -23.3236
H -26.7563 -8.1273 -23.0799
C -21.2608 -15.7650 -24.1567
C -21.4675 -14.2701 -24.0116
C -21.3938 -13.7157 -22.5354
O -21.2658 -14.8272 -21.6994
C -22.3024 -14.9803 -20.7181
N -20.4704 -13.5664 -24.8947
H -20.5668 -12.5540 -24.8972
H -19.5193 -13.7823 -24.5756
H -20.4492 -13.9472 -25.8474
H -21.3355 -16.0460 -25.2115
H -22.0841 -16.2965 -23.6852
H -20.3239 -16.1173 -23.7324
H -22.4469 -14.0826 -24.4538
H -22.2554 -13.0601 -22.3976
H -20.4552 -13.1613 -22.4025
H -22.4253 -14.0248 -20.1897
H -22.0413 -15.7506 -20.0053
H -23.2618 -15.1202 -21.2224
C -19.7899 -13.2373 -16.5532
C -20.9821 -12.7865 -17.3551
C -22.3617 -13.0474 -16.8039
O -23.2830 -12.7025 -17.8302
C -24.5084 -12.1618 -17.3407
N -20.8332 -11.3246 -17.7053
H -20.1891 -11.1224 -18.4794
H -21.7420 -10.8749 -17.8492
H -20.5016 -10.8097 -16.8815
H -19.8733 -12.9942 -15.4927
H -18.8642 -12.7757 -16.9026
H -19.6595 -14.3088 -16.6907
H -21.0039 -13.2829 -18.3269
H -22.5558 -12.4836 -15.8827
H -22.5111 -14.1097 -16.5983
H -24.3362 -11.4728 -16.5069
H -25.1524 -12.9434 -16.9250
H -25.0565 -11.6874 -18.1496
*
```

No. 2
Density functional theory data (ωB97M-V/def2-TZVPD) for C48H61AsINiO4SSe as an isolated structure.

Summary:
Gap between HOMO and LUMO (spin up / spin down) = 6.1216 / 6.0882 eV

ORCA input file:
```
! RIJCOSX wB97M-V def2-TZVPD def2/J DEFGRID3
* xyz -1 3
Ni 0.6817 -0.1263 -0.1502
C -4.9963 2.3616 2.7088
C -4.1916 1.5922 3.8021
C -5.0635 0.5864 4.5640
C -3.4200 2.5672 4.7911
C -3.0909 0.7925 3.0839
C -2.8973 0.8892 1.6657
C -1.9339 0.0180 1.0640
Se -1.9748 -0.1735 -0.8714
C -1.8758 1.6809 -1.2883
C -3.0196 2.4679 -1.3227
C -2.9148 3.8208 -1.6694
C -1.7091 4.2893 -2.1361
C -0.4922 3.5331 -2.2128
C -0.6205 2.1394 -1.7522
O 0.3590 1.2771 -1.7482
C 0.7924 4.0217 -2.8408
C 0.7809 5.4606 -3.2980
C 2.0618 3.9374 -1.9476
C 0.9650 3.1724 -4.0692
C -4.0879 4.7913 -1.6204
C -5.3273 4.0598 -1.0703
C -4.4688 5.3385 -3.0442
C -3.6780 5.9588 -0.6677
C -1.0944 -0.8134 1.8480
O -0.0555 -1.3725 1.2689
C -1.3836 -0.9663 3.2564
C -2.3537 -0.1535 3.8072
C -0.6535 -2.0653 4.0111
C 0.8418 -1.6658 4.2345
C -1.1538 -2.3943 5.3746
C -0.7993 -3.4588 3.3144
H -5.8522 2.8786 3.1759
H -5.4983 1.6612 2.0105
H -4.4207 3.0402 2.0950
H -6.1113 0.8787 4.7707
H -4.6343 0.2824 5.5157
H -5.1139 -0.3322 3.8945
H -3.9548 3.0310 5.6032
H -2.9135 3.3300 4.2081
H -2.6893 1.9186 5.2971
H -3.6048 1.4322 1.0821
H -3.9989 2.0558 -1.0864
H -1.7051 5.3789 -2.3161
H 0.8167 6.1518 -2.4715
H -0.0935 5.7183 -3.9860
H 1.7320 5.6410 -3.9164
H 1.8495 4.4922 -0.9973
H 2.9380 4.4236 -2.4248
H 2.2363 2.9286 -1.6687
H 0.1973 3.1624 -4.8195
H 1.0558 2.1149 -3.7258
H 1.9288 3.4361 -4.5480
H -5.7520 3.3618 -1.8260
H -6.1294 4.8427 -0.9192
H -5.0759 3.6309 -0.0925
H -4.8438 4.5541 -3.7310
H -3.6897 5.8654 -3.5921
H -5.3508 5.9918 -2.9305
H -3.4648 5.5205 0.2733
H -4.5292 6.6331 -0.4583
H -2.8043 6.5471 -0.9921
H -2.4159 -0.2171 4.8672
H 0.9561 -0.6181 4.5051
H 1.4065 -1.7953 3.2821
H 1.2604 -2.3402 4.9800
H -1.1554 -1.5299 6.1002
H -0.4887 -3.1192 5.8848
H -2.1176 -2.8682 5.3258
H -0.4483 -3.3354 2.2672
H -1.8048 -3.7884 3.3563
H -0.1401 -4.1344 3.9036
I 2.2191 1.0396 1.5442
C 5.9723 -4.1497 1.6398
S 5.5864 -3.4803 3.2786
C 5.9934 -1.6594 3.2313
O 4.1044 -3.5941 3.4100
H 5.1378 -3.7225 1.0263
H 5.8110 -5.1959 1.7240
H 7.0033 -3.9546 1.2714
H 5.8490 -1.3988 4.2672
H 5.3764 -1.0449 2.5679
H 7.0243 -1.5782 3.0006
O 2.1360 -1.3364 -0.9443
As 2.0811 -2.6103 -1.9772
C 0.7341 -2.4442 -3.4175
C -0.6366 -2.7995 -3.3052
C -1.5919 -2.3197 -4.2168
C -1.1842 -1.4225 -5.2397
C 0.1355 -0.9598 -5.2619
C 1.0876 -1.4738 -4.3599
C 1.7049 -4.1900 -0.8681
C 1.5835 -5.5289 -1.3604
C 1.6972 -6.6008 -0.5226
C 1.8549 -6.3878 0.8501
C 2.0944 -5.1018 1.3577
C 1.9401 -4.0120 0.4876
C 4.0211 -2.6527 -2.4280
C 4.5292 -2.9617 -3.6641
C 5.9009 -2.6296 -3.9291
C 6.7129 -2.1304 -2.8597
C 6.1069 -1.7312 -1.6733
C 4.8187 -2.0295 -1.4503
H -0.9038 -3.4315 -2.4636
H -2.6142 -2.7381 -4.0142
H -1.8821 -1.1042 -6.0344
H 0.4353 -0.2358 -6.0337
H 2.1487 -1.1279 -4.4080
H 1.3443 -5.6312 -2.4027
H 1.5732 -7.6360 -0.9393
H 1.8889 -7.2625 1.5528
H 2.4743 -4.8785 2.3952
H 1.9734 -3.0138 0.8908
H 3.9517 -3.5512 -4.4157
H 6.2769 -2.8377 -4.9543
H 7.7797 -2.0522 -2.9529
H 6.6104 -1.1108 -0.8771
H 4.3367 -1.7191 -0.5030
*
```

No. 3
Density functional theory data (ωB97M-V/def2-TZVPD) for a 4-piece molecular cluster, C39H73I2O17P2 overall.

Summary:
Gap between HOMO and LUMO = 6.9577 eV

ORCA input file:
```
! RIJCOSX wB97M-V def2-TZVPD def2/J DEFGRID3
* xyz -1 1
C 1.9515 4.5152 -1.5523
C 1.1480 3.2982 -1.9292
I -0.4275 4.0137 -3.2353
C 0.4978 2.4547 -0.8289
I 0.1708 3.5360 1.0060
C 1.1966 1.0722 -0.6939
C 2.7286 1.1526 -0.5880
C 3.4702 0.6247 -1.8084
C 4.8599 1.2335 -1.9881
C 4.8894 2.6911 -2.3523
O 4.2470 2.9892 -3.5819
O 0.7774 0.4618 -1.8737
P 0.4672 -1.2730 -1.7741
C -1.4411 -1.0547 -1.9101
C -2.1969 -1.8112 -0.8516
O -3.4330 -2.3358 -1.3455
C -4.3494 -2.5836 -0.3217
C -5.7759 -2.6089 -0.8481
O -6.0974 -1.6129 -1.8129
C -6.1874 -0.3418 -1.2923
C -5.0982 0.5406 -1.3766
C -5.2155 1.8517 -0.8578
C -6.4235 2.3301 -0.2547
C -6.5273 3.7657 0.2658
C -7.5044 3.8244 1.4480
C -5.1725 4.2568 0.8194
C -7.1188 4.7292 -0.7776
C -6.7603 4.6494 -2.2690
C -7.5241 3.5045 -2.9671
C -7.2679 5.9638 -2.8704
C -5.2558 4.5677 -2.5635
C -7.5020 1.4166 -0.1793
C -7.3941 0.0947 -0.6863
O 0.4036 -1.0713 -0.0283
C 0.4683 0.2549 0.3856
P 1.1850 0.1667 2.0618
O 2.2148 1.1742 2.3717
O -0.0709 0.2359 3.0578
O 1.6760 -1.2904 2.3761
H 1.3145 5.3302 -1.2515
H 2.5214 4.8418 -2.4122
H 2.6513 4.2843 -0.7608
H 1.7391 2.6327 -2.5321
H -0.4991 2.1998 -1.1352
H 3.0343 2.1690 -0.3828
H 3.0681 0.5902 0.2683
H 2.9045 0.7756 -2.7197
H 3.6190 -0.4370 -1.7043
H 5.3962 0.6540 -2.7302
H 5.4132 1.1262 -1.0585
H 4.4708 3.2968 -1.5560
H 5.9201 3.0077 -2.4658
H 3.6225 2.2900 -3.7799
H 0.5483 -1.3450 -3.2195
H 0.2219 -2.7136 -1.7324
H 1.8587 -1.6348 -1.6993
H -1.6522 0.0067 -1.7797
H -1.7860 -1.3092 -2.9011
H -1.5801 -2.6199 -0.4603
H -2.4230 -1.1581 -0.0100
H -4.2709 -1.8340 0.4620
H -4.1408 -3.5595 0.1227
H -5.9897 -3.5508 -1.3317
H -6.4551 -2.5031 -0.0050
H -4.1870 0.2201 -1.8418
H -4.3691 2.5050 -0.9356
H -7.1931 3.1636 2.2416
H -8.5221 3.6175 1.1514
H -7.5080 4.8373 1.8344
H -4.4234 3.4827 0.8268
H -5.2908 4.5619 1.8505
H -4.7979 5.1197 0.2896
H -6.8975 5.7385 -0.4465
H -8.1982 4.6292 -0.7295
H -8.1805 3.8901 -3.7331
H -6.8405 2.8139 -3.4428
H -8.0967 2.9249 -2.2579
H -7.0441 6.0011 -3.9272
H -8.3488 6.0265 -2.7728
H -6.8326 6.8232 -2.3778
H -5.0211 5.2124 -3.4017
H -4.9532 3.5799 -2.8673
H -4.6388 4.9018 -1.7440
H -8.4436 1.6938 0.2582
H -8.2257 -0.5848 -0.6142
H -0.5308 0.6916 0.4694
H -0.7210 0.7961 2.6184
H 2.0954 -1.6702 1.5952
C 6.4700 -4.5335 1.7411
C 5.4761 -4.0671 0.7004
O 6.0995 -3.2126 -0.2682
C 6.8558 -3.8032 -1.1822
O 7.0653 -4.9837 -1.2963
O 7.3542 -2.8476 -1.9675
C 8.2718 -3.3057 -2.9596
H 6.9754 -3.6802 2.1939
H 5.9635 -5.0964 2.5247
H 7.2311 -5.1718 1.2957
H 4.7109 -3.4470 1.1620
H 4.9737 -4.9005 0.2108
H 7.8315 -4.0989 -3.5590
H 9.1896 -3.6618 -2.4935
H 8.4850 -2.4429 -3.5829
C -7.2293 -0.4656 2.6027
C -6.7318 0.5753 3.5845
O -5.7635 0.0307 4.4934
C -4.5462 -0.1415 3.9753
O -4.2079 0.1816 2.8652
O -3.7846 -0.7522 4.8748
C -2.4905 -1.1057 4.3520
H -7.6171 -1.3333 3.1388
H -8.0263 -0.0534 1.9866
H -6.4281 -0.7972 1.9436
H -7.5416 0.9189 4.2255
H -6.3102 1.4404 3.0723
H -1.9839 -0.2455 3.9430
H -2.6119 -1.8636 3.5795
H -1.9158 -1.5144 5.1767
C 12.3991 -4.5717 4.6971
C 12.4309 -3.9983 3.2974
O 12.5430 -5.0186 2.2923
C 11.4194 -5.6856 2.0366
O 10.3452 -5.4871 2.5384
O 11.6812 -6.5998 1.1047
C 10.5552 -7.4072 0.7410
H 13.2729 -5.2015 4.8685
H 12.4010 -3.7644 5.4290
H 11.5064 -5.1745 4.8518
H 13.3159 -3.3818 3.1554
H 11.5532 -3.3860 3.0947
H 9.7146 -6.7874 0.4385
H 10.2627 -8.0444 1.5734
H 10.8885 -8.0156 -0.0936
*
```

No. 4
Density functional theory data (ωB97M-V/def2-TZVPD) for C25H43F5N3S3Ti as an isolated structure.

Summary:
Gap between HOMO and LUMO (spin up / spin down) = 6.5744 / 6.9001 eV

ORCA input file:
```
! RIJCOSX wB97M-V def2-TZVPD def2/J DEFGRID3
* xyz 1 1
Ti -0.1161 0.3252 -0.9719
C -0.7830 -3.0611 -1.2473
C 0.2302 -2.0344 -1.6993
C 1.5375 -2.1007 -1.2021
C 1.8706 -3.2343 -0.2551
C 2.5172 -1.1823 -1.6629
C 3.9966 -1.3770 -1.4097
C 2.1101 -0.0996 -2.4496
C 3.0972 0.9570 -2.8588
C 0.8165 -0.0741 -3.0377
C 0.5984 0.8426 -4.2265
C -0.1012 -1.1194 -2.7353
C -1.2047 -1.4419 -3.7243
H -1.7977 -2.7019 -1.3668
H -0.6476 -3.3107 -0.1974
H -0.6859 -3.9895 -1.8194
H 1.5503 -4.1906 -0.6737
H 1.3558 -3.1155 0.7040
H 2.9311 -3.3089 -0.0419
H 4.4043 -0.6829 -0.6672
H 4.5493 -1.2060 -2.3333
H 4.2279 -2.3867 -1.0832
H 3.4418 0.7799 -3.8853
H 3.9639 0.9807 -2.2057
H 2.6361 1.9425 -2.8310
H 0.8054 1.8803 -3.9808
H -0.4143 0.7919 -4.6058
H 1.2727 0.5592 -5.0406
H -0.7380 -1.7611 -4.6603
H -1.8467 -0.5931 -3.9582
H -1.8321 -2.2601 -3.3820
C 0.6972 1.1745 4.5418
C 1.6509 -0.0136 4.3208
S 1.3618 -1.0463 2.8433
C 2.9948 -0.9279 2.0625
C 3.4499 0.4664 1.6325
S 2.3175 1.3564 0.5231
C 2.3337 2.9758 1.3389
C 1.8001 3.0727 2.7788
S 0.2520 2.1909 3.1215
H -0.2647 0.8226 4.9209
H 1.1163 1.8255 5.3100
H 2.6792 0.3383 4.2603
H 1.5932 -0.6734 5.1842
H 3.7248 -1.3403 2.7595
H 2.9470 -1.5978 1.2071
H 3.5847 1.0979 2.5103
H 4.4165 0.3999 1.1350
H 3.3745 3.3021 1.3252
H 1.7781 3.6306 0.6751
H 2.5454 2.7218 3.4935
H 1.6209 4.1226 2.9959
F -0.5866 3.0948 0.2292
C -0.4654 2.3724 -0.9506
F 0.5818 3.0138 -1.6504
C -1.7294 2.7260 -1.7392
F -1.8024 3.9521 -2.2393
F -1.8052 1.8561 -2.7911
F -2.8281 2.5126 -0.9881
C -5.1024 0.4787 0.2281
N -3.8526 -0.1664 -0.1706
C -3.7087 -0.3834 -1.6034
C -2.8344 -0.2984 0.7021
N -1.5538 -0.2291 0.3344
N -3.1838 -0.4940 2.0003
C -4.3428 -1.3062 2.3877
C -2.2565 -0.1788 3.0778
H -5.2940 1.3119 -0.4509
H -5.0212 0.8762 1.2355
H -5.9480 -0.2099 0.1780
H -4.0071 0.5094 -2.1552
H -4.3401 -1.2141 -1.9261
H -2.6870 -0.6086 -1.8434
H -0.9746 -0.4854 1.1281
H -4.7560 -1.8188 1.5245
H -5.1286 -0.7120 2.8578
H -4.0137 -2.0597 3.1046
H -1.5712 0.5994 2.7587
H -1.6914 -1.0608 3.3962
H -2.8165 0.1968 3.9341
*
```